(1)
DFT (ωB97M-V/def2-TZVPD) results for an isolated ion of composition C19H28N3 and charge +1.

E ... -24619.9070 eV
Strongest force on any atom ... 3.52 eV Å⁻¹
SMILES string ... CN1C=CN(C(C)(C)C)[C@H]1C(c1ccccc1)=[N+]1CCCC1
Relative energy (zero: lowest compared OMol25 entry of this formula, charge and spin) ... 27.15 kcal per mole
LUMO energy ... -4.41 eV
HOMO energy ... -9.498 eV
M ... 298.45 g/mol
Charge ... +1

Geometry as XYZ:
```
50
Properties=species:S:1:pos:R:3:nbo_charge:R:1
C -0.980 0.946 2.666 -0.3981
N -0.546 1.583 1.442 -0.4365
C -0.236 2.897 1.338 -0.0934
C 0.375 3.091 0.129 -0.0950
N 0.511 1.885 -0.513 -0.4399
C 0.797 1.796 -1.982 0.1392
C 1.477 0.480 -2.315 -0.6127
C 1.755 2.930 -2.323 -0.6198
C -0.503 1.883 -2.783 -0.6333
C -0.429 0.977 0.138 0.0313
C -0.230 -0.439 0.240 0.5311
C 1.081 -1.037 0.400 -0.2105
C 1.327 -2.301 -0.195 -0.1445
C 2.469 -3.023 0.123 -0.2186
C 3.458 -2.422 0.919 -0.1396
C 3.294 -1.111 1.390 -0.2320
C 2.118 -0.407 1.123 -0.0799
N -1.326 -1.210 0.332 -0.2914
C -1.321 -2.521 0.975 -0.2331
C -2.790 -2.820 1.297 -0.4172
C -3.638 -1.753 0.599 -0.4232
C -2.689 -0.630 0.197 -0.2378
H -0.411 0.025 2.870 0.1913
H -0.809 1.662 3.484 0.2400
H -2.048 0.691 2.636 0.1780
H -0.479 3.622 2.102 0.2354
H 0.773 4.022 -0.255 0.2404
H 0.797 -0.372 -2.217 0.1908
H 1.797 0.520 -3.365 0.2310
H 2.367 0.322 -1.696 0.2242
H 1.247 3.904 -2.301 0.2181
H 2.605 2.935 -1.627 0.2270
H 2.149 2.786 -3.337 0.2286
H -1.017 2.839 -2.618 0.2261
H -0.258 1.803 -3.850 0.2300
H -1.182 1.055 -2.540 0.1914
H -1.348 1.098 -0.463 0.1599
H 0.609 -2.685 -0.933 0.2197
H 2.576 -4.045 -0.256 0.2398
H 4.369 -2.963 1.151 0.2367
H 4.085 -0.631 1.968 0.2395
H 1.984 0.611 1.485 0.2387
H -0.696 -2.530 1.890 0.2369
H -0.915 -3.286 0.303 0.2293
H -2.919 -2.766 2.385 0.2255
H -3.044 -3.838 0.986 0.2404
H -4.135 -2.155 -0.291 0.2300
H -4.409 -1.369 1.269 0.2400
H -2.854 -0.288 -0.837 0.2370
H -2.809 0.241 0.859 0.2288
```


(2)
DFT (ωB97M-V/def2-TZVPD) results for C19H28N4O6P2Sc as an isolated structure.

E ... -77686.2027 eV
Strongest force on any atom ... 1.36 eV Å⁻¹
Relative energy (zero: lowest compared OMol25 entry of this formula, charge and spin) ... 0.00 kcal per mole
LUMO energy ... -2.45 eV
HOMO energy ... -10.509 eV
M ... 515.36 g/mol
Charge ... +1

Geometry as XYZ:
```
60
Properties=species:S:1:pos:R:3:nbo_charge:R:1
Sc 0.139 0.558 0.204 1.8785
C 3.223 -0.837 -0.204 -0.2493
N 2.289 0.301 -0.199 -0.6368
C 2.820 1.489 -0.115 0.2057
C 2.020 2.651 -0.146 -0.0466
C 2.383 3.999 -0.139 -0.1772
C 1.207 4.725 -0.314 -0.3142
C 0.177 3.792 -0.418 0.0155
N 0.643 2.534 -0.315 -0.6600
C 3.909 -1.033 1.129 0.0353
C 5.293 -0.988 1.230 -0.2402
C 5.915 -1.149 2.462 -0.1937
C 5.154 -1.353 3.602 -0.2074
C 3.769 -1.401 3.508 -0.1882
C 3.151 -1.245 2.279 -0.2509
H 3.973 -0.692 -0.985 0.2061
H 2.654 -1.728 -0.465 0.2023
H 3.902 1.614 -0.067 0.2028
H 3.383 4.384 -0.023 0.2300
H 1.105 5.796 -0.369 0.2340
H -0.873 3.983 -0.590 0.2060
H 5.892 -0.828 0.341 0.2150
H 6.994 -1.112 2.530 0.2241
H 5.637 -1.470 4.563 0.2237
H 3.174 -1.556 4.400 0.2124
H 2.069 -1.271 2.204 0.2039
N -3.692 0.849 3.283 -0.6873
C -2.580 1.308 2.372 -0.6291
C -2.665 2.805 2.136 -0.6478
P -2.749 0.278 0.847 2.3663
O -4.250 0.759 0.487 -1.0134
O -1.787 0.797 -0.221 -1.1167
O -2.670 -1.149 1.197 -1.1000
P -0.984 0.890 3.235 2.3944
O -1.467 -0.522 3.859 -1.0171
O -0.665 1.880 4.263 -1.0690
O 0.031 0.594 2.127 -1.1396
H -4.602 1.000 2.840 0.4495
H -3.644 1.340 4.180 0.4466
H -3.555 -0.156 3.454 0.4779
H -3.611 3.086 1.672 0.2342
H -1.857 3.111 1.472 0.2604
H -2.530 3.346 3.075 0.2498
H -4.575 0.382 -0.341 0.5260
H -0.798 -0.938 4.416 0.5255
C 1.487 -4.757 -0.127 -0.5906
C 0.057 -4.245 0.100 -0.1804
C -0.895 -4.760 -0.992 -0.5868
C -0.450 -4.636 1.499 -0.5881
C 0.069 -2.787 0.037 0.5660
N 0.075 -1.643 -0.014 -0.5137
H 1.476 -5.845 -0.069 0.2336
H 2.169 -4.379 0.635 0.2268
H 1.860 -4.470 -1.111 0.2235
H -0.937 -5.847 -0.932 0.2309
H -0.540 -4.481 -1.984 0.2238
H -1.900 -4.362 -0.851 0.2293
H -0.531 -5.721 1.552 0.2303
H -1.430 -4.198 1.693 0.2342
H 0.247 -4.302 2.268 0.2198
```


Among the records above, which one has the highest strongest force on any atom? C19H28N3


Among the records above, which one has the highest M? C19H28N4O6P2Sc